Here is a cluster of 2 separate species, C5H12S2 in total in a non-equilibrium geometry from the Open Molecules 2025 dataset. Energies are from ωB97M-V with the def2-TZVPD basis set.

```
! RIJCOSX wB97M-V def2-TZVPD def2/J DEFGRID3
* xyz 0 1
C -1.069 -0.375 -1.333
C -0.566 -1.818 -1.980
C -2.264 -0.279 -0.572
S -2.237 0.920 0.785
S 2.033 -0.495 -0.314
C 1.673 0.825 0.774
C 2.424 0.863 2.071
H -0.926 0.657 -1.731
H -0.249 -0.329 -0.553
H -0.661 -1.935 -3.083
H -1.220 -2.560 -1.469
H 0.498 -2.058 -1.652
H -3.130 -0.160 -1.238
H -2.357 -1.215 0.000
H 1.712 1.798 0.233
H 0.584 0.936 1.053
H 2.048 1.530 2.905
H 3.309 1.337 1.748
H 2.464 -0.097 2.505
*
```

Values from the calculation:
HOMO-LUMO gap = 4.00 eV
ΔE to the lowest compared entry with this formula, charge and spin = 6.326 eV
HOMO level = -0.297 hartree
energy = -27043.894 eV
LUMO level = -0.150 Eh

=====

Here is the molecule C5H12S4 in a non-equilibrium geometry from the Open Molecules 2025 dataset. Energies are from ωB97M-V with the def2-TZVPD basis set.

```
! RIJCOSX wB97M-V def2-TZVPD def2/J DEFGRID3
* xyz 0 1
C 0.559 -1.116 -1.248
C 0.313 -0.264 -0.001
C 0.564 -1.104 1.254
C 1.248 0.951 -0.009
S 3.010 0.443 0.001
C -1.142 0.252 0.000
S -1.430 1.279 1.507
S -1.431 1.282 -1.504
S -2.291 -1.186 -0.001
H 0.388 -0.540 -2.155
H 1.589 -1.463 -1.249
H -0.096 -1.984 -1.257
H 0.407 -0.517 2.155
H -0.097 -1.967 1.278
H 1.592 -1.459 1.249
H 1.091 1.549 -0.907
H 1.086 1.566 0.876
H 3.487 1.684 -0.003
H -2.716 1.531 1.257
H -2.719 1.528 -1.256
H -3.413 -0.464 0.011
*
```

Values from the calculation:
HOMO-LUMO gap = 8.93 eV
ΔE to the lowest compared entry with this formula, charge and spin = 0.539 eV
HOMO level = -0.316 hartree
SMILES = CC(C)(CS)C(S)(S)S
energy = -48720.295 eV
LUMO level = 0.012 Eh

=====

Here is the molecule C5H12Si in a non-equilibrium geometry from the Open Molecules 2025 dataset. Energies are from ωB97M-V with the def2-TZVPD basis set.

```
! RIJCOSX wB97M-V def2-TZVPD def2/J DEFGRID3
* xyz 0 1
C 2.193 1.260 -0.286
C 1.788 -0.157 -0.024
C 0.505 -0.529 0.232
C 0.143 -2.170 0.121
Si -1.041 0.589 0.783
C -2.438 0.461 -0.467
H 2.386 1.466 -1.343
H 1.448 1.943 0.042
H 3.141 1.673 0.178
H 2.619 -0.876 -0.242
H -0.327 -2.482 1.101
H -0.690 -2.130 -0.585
H 0.992 -2.675 -0.342
H -0.461 2.006 1.025
H -1.779 0.327 2.099
H -2.949 -0.496 -0.699
H -3.257 1.012 -0.168
H -2.272 0.778 -1.425
*
```

Values from the calculation:
HOMO-LUMO gap = 10.10 eV
ΔE to the lowest compared entry with this formula, charge and spin = 1.396 eV
HOMO level = -0.336 hartree
SMILES = C/C=C(/C)[SiH2]C
energy = -13255.335 eV
LUMO level = 0.035 Eh

=====

Here is a cluster of 2 separate species, C5H12Si in total in a non-equilibrium geometry from the Open Molecules 2025 dataset. Energies are from ωB97M-V with the def2-TZVPD basis set.

```
! RIJCOSX wB97M-V def2-TZVPD def2/J DEFGRID3
* xyz 0 1
C -0.795 -0.796 -1.233
C -0.704 -0.646 0.044
C 0.427 -1.230 0.832
Si -2.146 0.119 1.091
H -1.758 -0.307 -1.685
H -0.140 -1.256 -2.076
H 1.110 -1.737 0.169
H -0.046 -1.783 1.634
H 1.038 -0.428 1.330
H -1.790 0.428 2.491
H -3.163 -0.978 1.210
H -2.662 1.270 0.325
C 2.362 0.951 -0.525
C 1.195 1.452 -0.753
H 3.042 0.783 -1.430
H 2.718 0.805 0.472
H 0.852 1.504 -1.802
H 0.460 1.848 -0.094
*
```

Values from the calculation:
HOMO-LUMO gap = 10.42 eV
ΔE to the lowest compared entry with this formula, charge and spin = 2.586 eV
HOMO level = -0.348 hartree
SMILES = C=C(C)[SiH3].C=C
energy = -13254.145 eV
LUMO level = 0.035 Eh

=====

Here is the molecule C5H12Si in a non-equilibrium geometry from the Open Molecules 2025 dataset. Energies are from ωB97M-V with the def2-TZVPD basis set.

```
! RIJCOSX wB97M-V def2-TZVPD def2/J DEFGRID3
* xyz 0 1
C -0.643 -1.133 -1.399
C -1.237 -0.271 -0.269
C 0.710 -1.420 -0.721
C 0.129 0.221 0.400
C 0.190 -0.059 1.916
Si 0.721 1.941 -0.166
H -1.383 -1.852 -1.620
H -0.430 -0.532 -2.301
H -1.888 0.619 -0.550
H -1.718 -0.966 0.417
H 0.814 -2.101 0.173
H 1.532 -1.337 -1.472
H -0.816 0.224 2.280
H 1.129 0.556 2.282
H 0.478 -1.080 2.235
H 1.179 2.918 0.928
H -0.434 2.397 -0.849
H 1.666 1.876 -1.284
*
```

Values from the calculation:
HOMO-LUMO gap = 9.42 eV
ΔE to the lowest compared entry with this formula, charge and spin = 3.185 eV
HOMO level = -0.313 hartree
energy = -13253.545 eV
LUMO level = 0.033 Eh

=====

Here is the molecule C5H12Si in a non-equilibrium geometry from the Open Molecules 2025 dataset. Energies are from ωB97M-V with the def2-TZVPD basis set.

```
! RIJCOSX wB97M-V def2-TZVPD def2/J DEFGRID3
* xyz 0 1
C -1.257 -1.262 0.909
C -0.012 -0.701 0.338
C 1.404 -1.252 0.923
C -0.026 0.473 -0.496
C 1.342 0.926 -0.954
Si -1.443 1.546 -0.995
H -1.285 -2.374 0.669
H -2.216 -0.738 0.829
H -1.158 -1.260 2.069
H 1.691 -2.267 0.612
H 1.302 -1.110 2.070
H 2.053 -0.405 0.628
H 1.902 1.527 -0.209
H 1.910 0.084 -1.337
H 1.243 1.595 -1.777
H -1.100 2.568 -1.995
H -1.952 2.113 0.169
H -2.399 0.538 -1.453
*
```

Values from the calculation:
HOMO-LUMO gap = 9.43 eV
ΔE to the lowest compared entry with this formula, charge and spin = 1.777 eV
HOMO level = -0.311 hartree
SMILES = CC(C)=C(C)[SiH3]
energy = -13254.953 eV
LUMO level = 0.035 Eh

=====

What is the energy in the third record?
-13255.335 eV